Formula: C7H9N2
Source: the OMol25 dataset
Level of theory: ωB97M-V/def2-TZVPD

Results
- HOMO level (hartree) = -0.483
- charge = +1
- gap between HOMO and LUMO (eV) = 8.318
- E (a.u.) = -381.2093
- multiplicity = 1

Geometry (Å):
1 C 0.27161 -0.60686 0.79365
2 C 1.76459 -0.81324 1.26477
3 C -0.35919 0.79360 0.50026
4 C -1.63060 2.60450 0.23631
5 C -1.04632 2.21364 -0.86911
6 C -1.40775 1.46801 1.17567
7 C 1.81104 -0.70816 -1.31103
8 N 1.50667 -0.80812 0.04658
9 N -0.18208 1.16142 -0.68061
10 H -0.39765 -1.39329 1.03244
11 H 2.50781 -1.23739 1.97863
12 H -2.36599 3.31353 0.37861
13 H -1.05600 2.80893 -1.77449
14 H -2.34025 0.81888 1.38319
15 H -1.05271 2.11622 2.07691
16 H 1.51287 0.32061 -1.63153
17 H 2.82025 -1.09017 -1.48380
18 H 0.89889 -1.28774 -1.78609